(1)
Here is a structure of composition C32H80As2F12N4O4 in a non-equilibrium geometry from the Open Molecules 2025 dataset. Energies are from ωB97M-V/def2-TZVPD.

multiplicity	1
Kohn-Sham gap	9.75	eV
total charge	+2
ΔE to the lowest compared entry with this formula, charge and spin	228.0	kJ/mol
DFT total energy	-202906.1789	eV

Atoms and positions in Å:
C: -6.799 -1.913 19.964
C: -6.657 -3.157 20.860
N: -5.303 -3.957 20.851
C: -5.486 -5.060 21.926
C: -5.066 -4.658 19.460
C: -3.908 -5.678 19.460
C: -4.030 -3.141 21.348
C: -4.095 -2.326 22.659
O: -5.163 -1.441 22.623
C: -5.250 -0.543 23.757
H: -7.455 -2.215 19.147
H: -5.845 -1.469 19.678
H: -7.279 -1.107 20.519
H: -7.411 -3.898 20.596
H: -6.969 -2.840 21.855
H: -4.570 -5.586 22.198
H: -6.228 -5.695 21.443
H: -5.886 -4.465 22.747
H: -4.934 -3.846 18.745
H: -6.035 -5.112 19.249
H: -4.131 -6.593 20.008
H: -2.951 -5.259 19.771
H: -3.675 -6.074 18.471
H: -3.762 -2.499 20.509
H: -3.332 -3.961 21.518
H: -3.078 -1.940 22.712
H: -4.148 -2.988 23.523
H: -5.357 -1.104 24.685
H: -6.080 0.157 23.661
H: -4.394 0.098 23.973
C: -12.061 -10.708 21.448
C: -12.024 -9.513 22.367
N: -13.116 -9.505 23.552
C: -12.842 -10.717 24.483
C: -12.868 -8.135 24.324
C: -13.860 -7.785 25.460
C: -14.549 -9.611 23.002
C: -14.967 -8.351 22.235
O: -15.695 -8.771 21.121
C: -17.122 -8.888 21.293
H: -12.985 -10.742 20.870
H: -12.016 -11.716 21.859
H: -11.260 -10.657 20.711
H: -12.168 -8.629 21.746
H: -11.021 -9.421 22.784
H: -13.525 -10.645 25.330
H: -11.775 -10.819 24.679
H: -13.171 -11.615 23.960
H: -12.918 -7.341 23.579
H: -11.824 -8.009 24.611
H: -14.832 -7.434 25.114
H: -13.494 -7.028 26.154
H: -14.083 -8.636 26.103
H: -15.091 -9.668 23.946
H: -14.513 -10.466 22.328
H: -14.176 -7.785 21.743
H: -15.474 -7.617 22.861
H: -17.584 -7.911 21.439
H: -17.461 -9.530 22.106
H: -17.401 -9.285 20.318
C: -10.172 -8.640 19.004
C: -10.498 -7.986 17.591
N: -10.592 -6.417 17.584
C: -9.263 -5.905 18.203
C: -10.534 -5.852 16.157
C: -11.826 -6.125 15.373
C: -11.703 -5.805 18.501
C: -11.878 -4.314 18.588
O: -12.381 -3.777 17.408
C: -12.587 -2.339 17.289
H: -10.256 -9.714 18.834
H: -10.810 -8.304 19.822
H: -9.120 -8.539 19.272
H: -11.380 -8.408 17.110
H: -9.760 -8.213 16.822
H: -9.184 -6.042 19.282
H: -9.074 -4.848 18.016
H: -8.521 -6.483 17.653
H: -9.664 -6.328 15.703
H: -10.308 -4.786 16.175
H: -12.756 -5.833 15.861
H: -11.935 -7.155 15.033
H: -11.828 -5.536 14.455
H: -11.380 -6.016 19.521
H: -12.714 -6.139 18.271
H: -11.003 -3.682 18.743
H: -12.673 -3.951 19.240
H: -11.699 -1.707 17.291
H: -13.369 -2.030 17.983
H: -13.025 -2.252 16.294
C: -4.999 -10.710 25.644
C: -5.055 -9.155 25.743
N: -6.315 -8.567 25.106
C: -7.548 -8.797 25.986
C: -6.037 -6.993 24.973
C: -5.997 -6.168 26.320
C: -6.754 -9.031 23.727
C: -5.854 -8.788 22.518
O: -4.480 -9.161 22.866
C: -3.538 -9.319 21.872
H: -5.932 -11.262 25.535
H: -4.243 -11.078 26.338
H: -4.496 -10.862 24.689
H: -4.262 -8.628 25.213
H: -4.913 -8.721 26.733
H: -8.431 -8.240 25.671
H: -7.225 -8.492 26.982
H: -7.793 -9.857 26.040
H: -6.819 -6.506 24.390
H: -5.081 -6.771 24.499
H: -7.042 -6.194 26.629
H: -5.728 -5.130 26.123
H: -5.471 -6.595 27.173
H: -7.706 -8.540 23.526
H: -7.004 -10.061 23.980
H: -5.859 -7.742 22.211
H: -6.326 -9.450 21.792
H: -2.631 -9.325 22.477
H: -3.479 -8.483 21.175
H: -3.752 -10.302 21.451
As: -5.998 -9.266 17.607
F: -7.182 -10.066 18.685
F: -4.685 -9.673 18.801
F: -4.889 -8.547 16.427
F: -7.306 -8.799 16.468
F: -6.249 -7.718 18.458
F: -5.685 -10.819 16.794
As: -9.868 -5.270 22.817
F: -10.657 -3.992 23.683
F: -9.715 -6.257 24.313
F: -9.037 -6.603 21.920
F: -10.128 -4.356 21.277
F: -8.267 -4.499 23.008
F: -11.414 -6.123 22.462

=====

(2)
Here is a structure of composition C32H82Cl2N6O22P4 in a non-equilibrium geometry from the Open Molecules 2025 dataset. Energies are from ωB97M-V/def2-TZVPD.

multiplicity	1
Kohn-Sham gap	8.26	eV
DFT total energy	-150673.0668	eV

Atoms and positions in Å:
C: 5.738 -2.131 2.947
C: 5.135 -1.555 1.679
O: 5.875 -1.400 0.701
N: 3.889 -1.134 1.652
C: 2.783 -1.581 2.427
H: 5.592 -3.190 3.161
H: 5.388 -1.604 3.835
H: 6.826 -2.070 2.931
H: 3.675 -0.536 0.867
H: 2.109 -2.039 1.702
H: 2.143 -0.797 2.834
H: 2.918 -2.369 3.168
C: -2.924 -4.739 1.087
C: -3.742 -3.581 1.585
O: -3.513 -2.917 2.607
N: -4.839 -3.289 0.810
C: -5.953 -2.355 1.167
H: -2.982 -5.705 1.588
H: -1.914 -4.350 1.216
H: -3.087 -4.814 0.012
H: -4.952 -3.709 -0.102
H: -6.628 -2.301 0.313
H: -5.518 -1.374 1.358
H: -6.564 -2.501 2.058
C: -0.046 -2.858 -2.115
C: -1.132 -1.878 -2.610
O: -1.853 -2.211 -3.627
N: -1.351 -0.622 -2.082
C: -2.133 0.415 -2.521
H: 0.910 -2.358 -1.956
H: 0.107 -3.580 -2.916
H: -0.309 -3.443 -1.234
H: -0.804 -0.370 -1.271
H: -1.554 1.325 -2.677
H: -2.977 0.656 -1.874
H: -2.472 0.070 -3.498
C: 2.825 4.673 -5.820
C: 2.350 4.638 -4.364
O: 3.150 4.836 -3.481
N: 1.122 4.139 -4.223
C: 0.477 3.796 -2.959
H: 3.063 3.684 -6.212
H: 3.716 5.298 -5.880
H: 2.158 5.146 -6.540
H: 0.551 4.257 -5.047
H: 0.597 2.784 -2.573
H: -0.578 4.020 -3.113
H: 0.940 4.330 -2.129
C: -3.823 -4.103 -3.426
C: -4.068 -3.581 -2.069
O: -4.528 -4.262 -1.176
N: -3.926 -2.221 -2.029
C: -4.138 -1.427 -0.853
H: -3.290 -5.032 -3.225
H: -3.143 -3.387 -3.888
H: -4.730 -4.275 -4.005
H: -3.562 -1.683 -2.803
H: -3.804 -0.390 -0.882
H: -3.708 -1.793 0.079
H: -5.197 -1.548 -0.624
C: 2.453 1.912 3.580
C: 2.062 2.720 2.350
O: 2.151 2.254 1.269
N: 1.490 3.951 2.582
C: 0.948 4.778 1.484
H: 2.994 2.658 4.162
H: 3.287 1.247 3.358
H: 1.582 1.515 4.101
H: 1.798 4.416 3.424
H: 0.064 4.321 1.039
H: 1.711 4.923 0.720
H: 0.696 5.769 1.863
C: -2.268 4.762 -3.285
O: -1.656 4.203 -2.121
P: -2.068 4.652 -0.636
O: -3.489 5.054 -0.821
O: -1.911 3.450 0.371
C: -2.908 2.670 0.704
O: -0.963 5.727 -0.246
C: -0.919 6.360 1.011
H: -3.205 5.290 -3.110
H: -2.570 4.066 -4.068
H: -1.589 5.374 -3.879
H: -2.711 1.840 1.383
H: -3.316 2.298 -0.236
H: -3.628 3.286 1.244
H: -1.913 6.751 1.226
H: -0.309 7.260 1.088
H: -0.637 5.701 1.833
C: 0.408 1.691 -1.300
O: 0.078 0.206 -1.140
P: -0.484 -0.297 0.333
O: -1.432 0.675 0.934
O: 0.887 -0.532 1.201
C: 1.351 0.424 2.071
O: -1.032 -1.771 -0.050
C: -1.956 -2.483 0.806
H: 1.271 1.781 -0.641
H: -0.462 2.250 -0.958
H: 0.599 2.106 -2.290
H: 1.369 0.071 3.102
H: 0.755 1.328 2.205
H: 2.398 0.675 1.898
H: -2.907 -2.009 0.563
H: -1.829 -2.130 1.829
H: -1.855 -3.566 0.870
C: 1.965 0.598 -3.117
O: 2.576 0.869 -1.840
P: 4.078 1.504 -1.830
O: 5.239 0.584 -1.592
O: 3.779 2.632 -0.720
C: 2.841 3.634 -0.793
O: 4.173 2.343 -3.194
C: 5.182 3.283 -3.375
H: 2.351 1.070 -4.021
H: 0.894 0.735 -2.973
H: 2.120 -0.479 -3.173
H: 1.851 3.273 -0.514
H: 2.718 3.958 -1.826
H: 3.229 4.456 -0.192
H: 6.146 2.900 -3.039
H: 5.008 4.295 -3.010
H: 5.187 3.438 -4.454
C: -1.197 -3.529 3.406
O: -1.866 -4.747 3.888
P: -1.688 -5.146 5.499
O: -0.916 -4.134 6.282
O: -3.144 -5.262 6.054
C: -4.103 -4.287 5.743
O: -1.154 -6.686 5.426
C: 0.146 -7.077 4.861
H: -0.256 -3.898 2.998
H: -1.135 -2.724 4.138
H: -1.760 -3.132 2.561
H: -4.183 -3.522 6.515
H: -5.052 -4.672 5.368
H: -3.850 -3.822 4.790
H: 0.958 -7.302 5.553
H: 0.500 -6.165 4.381
H: 0.073 -7.910 4.161
Cl: 3.406 -3.586 -1.882
C: 4.032 -2.290 -0.796
C: 3.382 -0.965 -1.097
Cl: 1.716 -1.041 -0.541
H: 5.104 -2.241 -0.985
H: 3.831 -2.561 0.240
H: 3.327 -0.853 -2.180
H: 3.865 -0.175 -0.522